Version 1
DFT (ωB97M-V/def2-TZVPD) results for a 2-piece molecular cluster, C4H5NOS overall.

Cartesian coordinates (Å):
C1 0.693 0.036 -0.196
C2 -0.595 0.418 -0.404
C3 -1.947 1.263 1.726
C4 0.831 -1.246 0.466
N1 -1.576 -0.276 0.185
O1 -1.184 2.144 1.585
S1 -0.968 -1.691 0.790
H1 1.535 0.596 -0.591
H2 -1.039 1.383 -0.824
H3 -2.821 0.797 2.241
H4 0.961 -2.067 -0.111
H5 1.459 -1.288 1.297

The net charge is 0. Its spin multiplicity is 3. For the lowest unoccupied orbital energy (spin up / spin down), the calculation gives 0.7 / -1.2 eV. The HOMO energy (spin up / spin down) is -5.631 / -9.481 eV. As for the expectation value of S²: 2.02.

Atom charges from the natural (NBO) analysis, given in e for atoms 1 to 5:
1. C -0.2209
2. C -0.0314
3. C 0.2533
4. C -0.5527
5. N -0.5765

---

Version 2
DFT (ωB97M-V/def2-TZVPD) results for the molecule C4H5NOS.

Cartesian coordinates (Å):
C1 0.539 -0.816 1.760
C2 1.865 1.153 0.173
C3 -0.288 -0.994 0.774
C4 -1.120 -1.172 -0.204
N1 0.709 1.309 -0.320
O1 0.550 2.148 -1.497
S1 2.118 0.024 1.505
H1 0.175 -0.832 2.795
H2 2.817 1.654 -0.073
H3 -1.724 -0.367 -0.544
H4 -0.095 1.901 -2.159
H5 -1.070 -2.091 -0.740

The net charge is 0. Its spin multiplicity is 3. For the lowest unoccupied orbital energy (spin up / spin down), the calculation gives 0.8 / -2.5 eV. The HOMO energy (spin up / spin down) is -5.150 / -9.358 eV. As for the expectation value of S²: 2.01.

Atom charges from the natural (NBO) analysis, given in e for atoms 1 to 5:
1. C -0.5060
2. C -0.4050
3. C 0.1461
4. C -0.4586
5. N -0.1365

---

The least stable of them is version 2.

---

Version 1
DFT (ωB97M-V/def2-TZVPD) results for a 2-piece molecular cluster, C11H14O overall.

Cartesian coordinates (Å):
C1 -0.772 -3.512 0.296
C2 0.423 -2.896 0.953
C3 0.923 -1.665 0.885
C4 2.152 -1.573 1.756
C5 2.227 -3.009 2.322
C6 -2.980 4.647 -2.961
C7 -2.394 4.235 -1.838
C8 -1.360 3.211 -1.793
C9 -0.773 2.800 -0.664
C10 0.244 1.797 -0.613
C11 1.106 0.950 -0.558
H1 -0.686 -3.469 -0.802
H2 -1.692 -2.981 0.572
H3 -0.860 -4.559 0.599
H4 0.511 -0.835 0.298
H5 2.048 -0.819 2.551
H6 3.059 -1.320 1.196
H7 2.133 -3.036 3.417
H8 3.154 -3.530 2.029
H9 -3.757 5.421 -2.954
H10 -2.713 4.217 -3.915
H11 -2.685 4.677 -0.875
H12 -1.077 2.783 -2.732
H13 -1.064 3.247 0.291
H14 1.887 0.226 -0.534
O1 1.121 -3.742 1.768

The net charge is 0. Its spin multiplicity is 1. For the lowest unoccupied orbital energy, the calculation gives 0.4 eV. The HOMO energy is -8.033 eV.

Atom charges from the natural (NBO) analysis, given in e for atoms 1 to 5:
1. C -0.6670
2. C 0.3413
3. C -0.3538
4. C -0.4507
5. C -0.0659

---

Version 2
DFT (ωB97M-V/def2-TZVPD) results for C11H14O as an isolated structure.

Cartesian coordinates (Å):
C1 -2.081 -1.287 0.583
C2 -1.087 -0.102 0.516
C3 -1.601 0.997 -0.449
C4 -0.553 2.157 -0.555
C5 0.716 2.053 0.381
C6 1.348 0.660 0.153
C7 2.617 0.275 -0.054
C8 2.972 -1.045 -0.407
C9 2.007 -2.098 -0.234
C10 0.698 -1.677 0.152
C11 0.402 -0.388 0.215
H1 -3.522 -1.179 -0.965
H2 -3.079 -1.011 1.096
H3 -1.528 -2.174 1.124
H4 -1.203 0.276 1.553
H5 -1.561 0.605 -1.416
H6 -2.563 1.297 0.029
H7 -0.185 2.257 -1.608
H8 -1.010 3.110 -0.293
H9 1.486 2.764 -0.008
H10 0.546 2.138 1.433
H11 3.350 1.063 -0.002
H12 4.068 -1.319 -0.423
H13 2.204 -3.150 -0.387
H14 -0.067 -2.509 0.283
O1 -2.375 -1.713 -0.716

The net charge is 0. Its spin multiplicity is 1. For the lowest unoccupied orbital energy, the calculation gives 0.3 eV. The HOMO energy is -8.726 eV.

Atom charges from the natural (NBO) analysis, given in e for atoms 1 to 5:
1. C -0.0564
2. C -0.2555
3. C -0.4134
4. C -0.3893
5. C -0.4199

---

The least stable of them is version 1.

---

Version 1
DFT (ωB97M-V/def2-TZVPD) results for the molecule C6H7NO3.

Cartesian coordinates (Å):
C1 -1.358 -1.329 -0.324
C2 -0.554 -2.063 0.590
C3 -1.012 -0.179 -0.793
C4 0.714 -1.644 0.864
C5 1.182 1.352 -1.174
C6 0.364 0.499 -0.141
N1 -0.125 1.452 0.911
O1 2.111 0.887 -1.812
O2 0.781 2.617 -1.282
O3 1.290 -0.480 0.447
H1 -2.327 -1.921 -0.414
H2 -1.008 -3.048 0.861
H3 -1.573 0.447 -1.441
H4 1.581 -2.089 1.454
H5 0.600 1.716 1.454
H6 -0.752 0.862 1.497
H7 0.084 2.923 -0.698

The net charge is 0. Its spin multiplicity is 1. For the lowest unoccupied orbital energy, the calculation gives 0.7 eV. The HOMO energy is -8.742 eV.

Atom charges from the natural (NBO) analysis, given in e for atoms 1 to 5:
1. C -0.2203
2. C -0.3923
3. C -0.2078
4. C 0.1992
5. C 0.7559

---

Version 2
DFT (ωB97M-V/def2-TZVPD) results for the molecule C6H7NO3.

Cartesian coordinates (Å):
C1 1.903 0.098 0.905
C2 0.609 0.707 0.504
O1 -0.466 0.821 1.432
C3 -0.750 0.147 0.229
C4 -1.097 1.227 -0.804
C5 0.313 1.783 -0.539
O2 0.986 2.618 -1.072
C6 -1.163 -1.291 0.283
N1 -0.857 -2.040 -0.786
H1 2.540 -0.030 0.020
H2 2.424 0.751 1.619
H3 1.729 -0.880 1.369
H4 -1.159 0.881 -1.845
H5 -1.957 1.861 -0.557
O3 -1.288 -1.897 1.355
H6 -1.228 -1.754 -1.683
H7 -0.542 -3.003 -0.430

The net charge is 0. Its spin multiplicity is 1. For the lowest unoccupied orbital energy, the calculation gives 0.5 eV. The HOMO energy is -9.752 eV.

Atom charges from the natural (NBO) analysis, given in e for atoms 1 to 5:
1. C -0.6446
2. C 0.1368
3. O -0.4317
4. C 0.1341
5. C -0.5268

---

The least stable of them is version 2.

---

Version 1
DFT (ωB97M-V/def2-TZVPD) results for a 2-piece molecular cluster, C6H16S2 overall.

Cartesian coordinates (Å):
C1 -0.003 0.976 -2.260
C2 1.503 1.033 -2.264
C3 -1.961 -0.772 -1.221
S1 -0.539 -0.768 -2.298
H1 -0.400 1.352 -1.329
H2 -0.467 1.553 -3.057
H3 1.928 0.580 -1.374
H4 1.833 2.077 -2.327
H5 -2.738 -0.093 -1.557
H6 -2.374 -1.769 -1.095
H7 -1.777 -0.389 -0.207
H8 1.972 0.649 -3.177
C4 1.011 -0.954 1.969
C5 2.247 -0.101 1.660
C6 -0.745 1.404 1.740
S2 -0.621 -0.263 2.403
H9 0.823 -1.499 1.044
H10 1.173 -1.634 2.805
H11 2.139 0.950 1.940
H12 2.513 -0.154 0.604
H13 -1.762 1.752 1.932
H14 -0.140 2.123 2.309
H15 -0.408 1.440 0.716
H16 3.127 -0.503 2.171

The net charge is 0. Its spin multiplicity is 1. For the lowest unoccupied orbital energy, the calculation gives 0.8 eV. The HOMO energy is -8.276 eV.

Atom charges from the natural (NBO) analysis, given in e for atoms 1 to 5:
1. C -0.5139
2. C -0.6196
3. C -0.7694
4. S 0.1796
5. H 0.2037

---

Version 2
DFT (ωB97M-V/def2-TZVPD) results for a 2-piece molecular cluster, C6H16S2 overall.

Cartesian coordinates (Å):
S1 -0.766 -1.075 3.271
C1 -2.398 -0.336 3.085
C2 1.694 0.100 3.457
C3 0.218 0.444 3.302
H1 -2.643 0.323 3.935
H2 -3.140 -1.152 3.048
H3 -2.472 0.250 2.153
H4 2.297 1.023 3.477
H5 1.865 -0.452 4.397
H6 2.035 -0.525 2.615
H7 0.041 1.004 2.364
H8 -0.129 1.077 4.142
S2 -0.734 0.627 -3.385
C4 -1.703 -0.891 -3.418
C5 1.965 0.994 -3.158
C6 0.913 -0.106 -3.213
H9 -1.421 -1.532 -4.270
H10 -2.766 -0.614 -3.522
H11 -1.580 -1.469 -2.487
H12 2.970 0.551 -3.053
H13 1.941 1.598 -4.081
H14 1.783 1.660 -2.298
H15 0.936 -0.719 -2.291
H16 1.094 -0.782 -4.071

The net charge is 0. Its spin multiplicity is 1. For the lowest unoccupied orbital energy, the calculation gives 0.8 eV. The HOMO energy is -8.481 eV.

Atom charges from the natural (NBO) analysis, given in e for atoms 1 to 5:
1. S 0.1868
2. C -0.7529
3. C -0.6182
4. C -0.5257
5. H 0.2122

---

The least stable of them is version 1.